Entry 1:
An isolated molecule of C5H12O2, computed with wB97M-V/def2-TZVPD.

CARTESIAN COORDINATES (ANGSTROEM)
C: 1.03860 -1.61017 -1.15974
O: 0.75515 -0.66978 -0.14648
C: -0.55688 -0.10727 -0.24416
C: -1.54419 -1.12261 0.34452
C: -0.59033 1.25395 0.47875
C: 0.74472 2.00238 0.52077
O: 1.69415 1.35680 1.33490
H: 0.12263 -2.06646 -1.55734
H: 1.65614 -2.40480 -0.73288
H: 1.57619 -1.13462 -1.99011
H: -0.75989 0.06464 -1.31396
H: -1.60295 -0.99987 1.43038
H: -1.18868 -2.14163 0.15913
H: -2.55167 -1.04092 -0.07172
H: -0.91698 1.11750 1.51607
H: -1.34248 1.88692 -0.01194
H: 1.12816 2.16883 -0.50051
H: 0.58103 2.98943 0.96778
H: 1.75725 0.45767 0.97654

E_HOMO ... -9.83 eV
Net charge ... 0
Energy relative to the best compared isomer or geometry (same formula, charge and spin) ... 29.05 kcal per mole
HOMO-LUMO gap ... 10.8 eV
LUMO energy ... 1.0 eV
Strongest force on any atom ... 0.43 eV Å⁻¹
Total energy ... -348.1585 hartree

What are the Löwdin partial charges on each atom? They are as follows, in elementary charge units: -0.09 -0.21 -0.39 -0.04 -0.13 -0.27 -0.07 0.09 0.09 0.09 0.14 0.08 0.07 0.08 0.11 0.12 0.12 0.12 0.07



Entry 2:
A cluster of 2 separate species, C5H12O2 in total, computed with wB97M-V/def2-TZVPD.

CARTESIAN COORDINATES (ANGSTROEM)
C: -1.06511 -1.11449 0.36592
C: -0.51185 -0.93211 1.77450
C: -0.00875 -1.64507 -0.59548
H: -1.90522 -1.81455 0.39909
H: -1.51345 -0.17038 -0.03945
H: -1.28977 -0.58177 2.45262
H: -0.40079 -1.70355 -1.60850
H: -0.12723 -1.87342 2.15844
H: 0.30284 -0.20668 1.77181
H: 0.32067 -2.64367 -0.30213
H: 0.85721 -0.99907 -0.59639
C: 1.60411 1.62962 -1.16149
C: -0.48608 1.79941 -0.08950
O: 0.82588 1.67526 0.03393
O: -1.12283 1.80601 -1.11545
H: -0.92226 1.92063 0.91406
H: 2.22985 2.52293 -1.20140
H: 2.24184 0.74780 -1.11180
H: 0.97096 1.58310 -2.04876

E_HOMO ... -10.83 eV
Net charge ... 0
Energy relative to the best compared isomer or geometry (same formula, charge and spin) ... 20.76 kcal per mole
HOMO-LUMO gap ... 11.8 eV
LUMO energy ... 0.9 eV
Strongest force on any atom ... 1.19 eV Å⁻¹
Total energy ... -348.1717 hartree

What are the Löwdin partial charges on each atom? They are as follows, in elementary charge units: -0.32 -0.12 -0.11 0.10 0.08 0.07 0.08 0.07 0.06 0.07 0.04 -0.05 -0.40 -0.07 0.06 0.15 0.10 0.09 0.09



Entry 3:
An isolated molecule of C5H12O2, computed with wB97M-V/def2-TZVPD.

CARTESIAN COORDINATES (ANGSTROEM)
C: 2.59100 -0.56542 0.56665
C: 1.61718 0.03978 -0.44233
C: 0.18374 -0.19094 0.02245
O: 0.06686 0.36536 1.32117
C: -0.88958 0.35464 -0.92147
C: -2.28960 0.05267 -0.40113
O: -2.54698 0.89686 0.72643
H: 3.63521 -0.37422 0.30194
H: 2.39751 -0.14539 1.55744
H: 2.44884 -1.65143 0.63269
H: 1.76391 -0.40059 -1.43790
H: 1.78481 1.12149 -0.53088
H: 0.02779 -1.28596 0.08450
H: -0.79083 0.81181 1.37168
H: -0.77205 -0.09338 -1.91651
H: -0.78240 1.44182 -1.03682
H: -2.34650 -1.00585 -0.10813
H: -3.05190 0.23059 -1.17067
H: -3.04701 0.39817 1.38090

E_HOMO ... -9.84 eV
Net charge ... 0
Energy relative to the best compared isomer or geometry (same formula, charge and spin) ... 16.35 kcal per mole
HOMO-LUMO gap ... 10.6 eV
LUMO energy ... 0.8 eV
Strongest force on any atom ... 0.35 eV Å⁻¹
Total energy ... -348.1788 hartree

What are the Löwdin partial charges on each atom? They are as follows, in elementary charge units: -0.11 -0.22 -0.43 -0.04 -0.14 -0.24 -0.08 0.07 0.07 0.08 0.11 0.12 0.14 0.06 0.13 0.13 0.12 0.12 0.10



Entry 4:
A cluster of 2 separate species, C5H12O2 in total, computed with wB97M-V/def2-TZVPD.

CARTESIAN COORDINATES (ANGSTROEM)
C: -2.24563 1.90836 -0.41367
O: -1.30120 0.98835 -0.92976
C: 0.31772 -0.21578 1.48292
C: 1.00336 -0.68204 0.43682
C: 2.43238 -0.30461 0.15503
C: 0.37139 -1.64777 -0.55038
O: -1.01778 -1.79048 -0.42314
H: -1.78863 2.88695 -0.21555
H: -3.02114 2.03730 -1.17115
H: -2.71588 1.54763 0.51146
H: 0.76519 0.46754 2.20083
H: -0.70210 -0.54902 1.65996
H: -0.57815 0.92267 -0.28488
H: 2.54386 0.08386 -0.86499
H: 3.09049 -1.17882 0.23557
H: 2.79193 0.45600 0.85401
H: 0.65426 -1.33976 -1.57148
H: 0.81103 -2.64203 -0.39424
H: -1.41111 -0.94837 -0.71737

E_HOMO ... -9.66 eV
Net charge ... 0
Energy relative to the best compared isomer or geometry (same formula, charge and spin) ... 36.75 kcal per mole
HOMO-LUMO gap ... 10.5 eV
LUMO energy ... 0.9 eV
Strongest force on any atom ... 0.37 eV Å⁻¹
Total energy ... -348.1462 hartree

What are the Löwdin partial charges on each atom? They are as follows, in elementary charge units: -0.14 -0.15 0.04 -0.36 -0.06 -0.25 -0.07 0.08 0.08 0.08 0.07 0.08 0.04 0.08 0.09 0.08 0.13 0.13 0.06



Entry 5:
A structure of composition C5H12O2, computed with wB97M-V/def2-TZVPD.

CARTESIAN COORDINATES (ANGSTROEM)
C: -0.40448 2.39946 -0.69802
C: -1.10521 1.15919 -0.13970
C: -0.25661 -0.06876 -0.37943
O: 1.28065 0.49390 0.43110
C: -0.59237 -1.45296 0.12192
C: 0.87940 -2.26760 0.37007
O: 1.64342 -1.73866 1.37708
H: -1.04102 3.28311 -0.62395
H: 0.53584 2.58631 -0.17706
H: -0.15548 2.24436 -1.75480
H: -2.09893 1.07103 -0.60311
H: -1.28768 1.24082 0.93965
H: 0.08462 -0.13029 -1.42092
H: 1.06235 0.93671 1.27855
H: -0.98691 -2.12582 -0.64738
H: -1.29652 -1.42509 0.97562
H: 1.37402 -2.15429 -0.61457
H: 0.62022 -3.33242 0.51492
H: 1.74468 -0.71899 1.05004

E_HOMO ... -9.12 eV
Net charge ... 0
Energy relative to the best compared isomer or geometry (same formula, charge and spin) ... 59.61 kcal per mole
HOMO-LUMO gap ... 9.9 eV
LUMO energy ... 0.8 eV
Strongest force on any atom ... 2.26 eV Å⁻¹
Total energy ... -348.1098 hartree

What are the Löwdin partial charges on each atom? They are as follows, in elementary charge units: -0.11 -0.24 -0.15 -0.15 -0.11 -0.27 -0.14 0.07 0.06 0.08 0.12 0.12 0.14 0.08 0.10 0.11 0.11 0.11 0.05



Entry 6:
An isolated molecule of C5H12O2, computed with wB97M-V/def2-TZVPD.

CARTESIAN COORDINATES (ANGSTROEM)
C: 2.63876 -0.42465 0.62212
C: 1.55779 0.12120 -0.31004
C: 0.11657 -0.05554 0.17627
O: -0.12992 0.64360 1.36738
C: -0.88792 0.37592 -0.94059
C: -2.34262 0.36727 -0.38082
O: -2.50734 0.05075 1.07772
H: 3.63899 -0.28586 0.19069
H: 2.60846 0.08830 1.58720
H: 2.50414 -1.49852 0.79981
H: 1.62767 -0.38096 -1.28606
H: 1.73204 1.19188 -0.48540
H: -0.06958 -1.13774 0.33326
H: -1.10590 0.46448 1.53926
H: -0.78224 -0.31520 -1.79765
H: -0.60155 1.37748 -1.30801
H: -2.98518 -0.34341 -0.90609
H: -2.78871 1.36476 -0.42144
H: -2.42935 -0.89465 1.29195

E_HOMO ... -9.60 eV
Net charge ... 0
Energy relative to the best compared isomer or geometry (same formula, charge and spin) ... 27.79 kcal per mole
HOMO-LUMO gap ... 10.3 eV
LUMO energy ... 0.7 eV
Strongest force on any atom ... 1.45 eV Å⁻¹
Total energy ... -348.1605 hartree

What are the Löwdin partial charges on each atom? They are as follows, in elementary charge units: -0.11 -0.22 -0.44 -0.06 -0.12 -0.14 -0.11 0.07 0.07 0.07 0.11 0.12 0.14 0.04 0.11 0.12 0.11 0.12 0.11



Entry 7:
A cluster of 2 separate species, C5H12O2 in total, computed with wB97M-V/def2-TZVPD.

CARTESIAN COORDINATES (ANGSTROEM)
C: -0.48026 1.11238 1.93894
O: -0.64114 0.92250 0.58676
C: 0.16866 0.07316 0.02364
C: -0.04411 -1.57943 1.72431
C: -0.18634 -0.41257 -1.33949
C: 0.44324 0.43345 -2.45337
O: -0.07010 1.74477 -2.48786
H: 0.52929 1.43105 2.21774
H: -0.36271 -0.34825 2.05970
H: -1.27368 1.75297 2.31782
H: 1.21339 0.09129 0.33817
H: -0.52877 -1.98967 2.62102
H: 1.03056 -1.76216 1.82108
H: -0.43161 -2.15341 0.87876
H: -1.27627 -0.40384 -1.44699
H: 0.15979 -1.45093 -1.43311
H: 1.54056 0.43057 -2.34138
H: 0.21328 -0.00894 -3.42737
H: -0.00377 2.11706 -1.59836

E_HOMO (spin up / spin down) ... -7.73 / -7.73 eV
Net charge ... 0
Energy relative to the best compared isomer or geometry (same formula, charge and spin) ... 121.58 kcal per mole
HOMO-LUMO gap (spin up / spin down) ... 8.2 / 8.2 eV
LUMO energy (spin up / spin down) ... 0.5 / 0.5 eV
Strongest force on any atom ... 0.39 eV Å⁻¹
Total energy ... -348.0111 hartree

What are the Löwdin partial charges on each atom? They are as follows, in elementary charge units: -0.10 -0.12 -0.22 -0.08 -0.14 -0.27 -0.06 0.08 0.04 0.07 0.14 0.03 0.03 0.02 0.13 0.12 0.12 0.12 0.08



Entry 8:
An isolated molecule of C5H12O2, computed with wB97M-V/def2-TZVPD.

CARTESIAN COORDINATES (ANGSTROEM)
C: 2.64337 0.40498 -0.58241
O: 1.25025 0.53096 -0.74984
C: 0.54038 -0.62685 -0.32521
C: -0.90942 -0.26079 -0.18959
C: -1.87184 -1.31411 0.24016
C: -1.02289 0.98728 1.01465
O: -1.14665 1.86437 -0.09696
H: 3.04116 -0.44411 -1.15815
H: 3.10737 1.32627 -0.94285
H: 2.89932 0.26098 0.47779
H: 0.69117 -1.43011 -1.06353
H: 0.88378 -0.94508 0.66329
H: -1.21876 0.00414 -1.25217
H: -2.85076 -0.84145 0.39476
H: -1.51658 -1.70697 1.19062
H: -1.99659 -2.09808 -0.51056
H: -1.96106 1.00062 1.61731
H: -0.31059 1.51490 1.73995
H: -0.25167 1.77305 -0.46726

E_HOMO ... -8.61 eV
Net charge ... 0
Energy relative to the best compared isomer or geometry (same formula, charge and spin) ... 82.42 kcal per mole
HOMO-LUMO gap ... 9.6 eV
LUMO energy ... 1.0 eV
Strongest force on any atom ... 3.52 eV Å⁻¹
Total energy ... -348.0735 hartree

What are the Löwdin partial charges on each atom? They are as follows, in elementary charge units: -0.10 -0.22 -0.23 -0.31 -0.10 -0.14 -0.15 0.09 0.09 0.09 0.14 0.13 0.16 0.09 0.08 0.08 0.10 0.13 0.06